Density functional theory data (ωB97M-V/def2-TZVPD) for one molecule with the formula C5H10N2O2 in a non-equilibrium geometry.

Bonds (Å) are listed after each position.
Positions of all 19 atoms, in Å:
1 C -0.76 1.45 -1.06  C5 1.490, H14 1.094, H15 1.087, H19 1.089
2 C -0.47 1.48 1.47  C5 1.493, H16 1.086, H17 1.097, H18 1.089
3 C -0.23 -1.40 0.25  C4 1.552, N6 1.395, O8 1.439, O9 1.322
4 C 0.77 -0.24 0.00  C3 1.552, C5 1.461, N7 1.396, O8 1.452
5 C -0.27 0.77 0.17  C1 1.490, C2 1.493, C4 1.461
6 N -0.13 -2.66 -0.34  C3 1.395, H10 1.011, H11 1.011
7 N 1.78 -0.19 -0.96  C4 1.396, H12 1.014, H13 1.014
8 O 0.83 -1.09 1.17  C3 1.439, C4 1.452
9 O -1.41 -0.82 0.40  C3 1.322
10 H 0.45 -3.31 0.16  N6 1.011
11 H -1.04 -3.03 -0.57  N6 1.011
12 H 1.98 -1.11 -1.34  N7 1.014
13 H 2.64 0.24 -0.62  N7 1.014
14 H -0.19 2.36 -1.21  C1 1.094
15 H -0.64 0.81 -1.93  C1 1.087
16 H -0.13 0.87 2.30  C2 1.086
17 H 0.13 2.40 1.44  C2 1.097
18 H -1.51 1.76 1.61  C2 1.089
19 H -1.81 1.72 -0.94  C1 1.089

As for the spin multiplicity: 1. The energy above the lowest of the compared OMol25 structures with the same formula, charge and spin comes out at 84.77 kcal per mole. For the maximum force, the calculation gives 2.855 eV/A. As for the HOMO energy: -8.069 eV. The gap between HOMO and LUMO is 8.8 eV. The calculation puts the electronic energy at -12419.79648 eV.

Density functional theory data (ωB97M-V/def2-TZVPD) for a 2-piece molecular cluster, C5H10N2O2 overall.

Bonds (Å) are listed after each position.
Positions of all 19 atoms, in Å:
1 C -3.27 0.84 -0.96  C2 1.327, H6 1.078, H7 1.077
2 C -2.61 -0.23 -0.55  C1 1.327, C3 1.478, H8 1.080
3 C -1.47 -0.14 0.39  C2 1.478, C4 1.493, O5 1.219
4 C -0.87 -1.43 0.83  C3 1.493, H9 1.085, H10 1.097, H11 1.088
5 O -1.03 0.94 0.75  C3 1.219
6 H -2.98 1.82 -0.60  C1 1.078
7 H -4.10 0.79 -1.65  C1 1.077
8 H -2.87 -1.22 -0.90  C2 1.080
9 H -1.54 -2.27 0.70  C4 1.085
10 H 0.03 -1.58 0.21  C4 1.097
11 H -0.54 -1.36 1.86  C4 1.088
12 N 1.84 0.96 0.68  C13 1.358, H16 1.005, H17 1.017
13 C 2.39 0.07 -0.19  N12 1.358, N14 1.373, O15 1.217
14 N 3.68 0.35 -0.56  C13 1.373, H18 1.005, H19 1.006
15 O 1.80 -0.91 -0.62  C13 1.217
16 H 2.30 1.84 0.83  N12 1.005
17 H 0.84 0.95 0.81  N12 1.017
18 H 4.24 0.98 -0.01  N14 1.005
19 H 4.17 -0.39 -1.04  N14 1.006

As for the spin multiplicity: 1. The energy above the lowest of the compared OMol25 structures with the same formula, charge and spin comes out at 15.68 kcal per mole. For the maximum force, the calculation gives 0.477 eV/A. As for the HOMO energy: -9.807 eV. The gap between HOMO and LUMO is 10.1 eV. The SMILES is C=CC(C)=O.NC(N)=O. The calculation puts the electronic energy at -12422.79272 eV.